No. 1
Below is a structure of composition C20H28N5O5RhS2, with properties calculated with ωB97M-V/def2-TZVPD.

The geometry in ORCA input format:
```
! wB97M-V def2-TZVPD RIJCOSX def2/J DEFGRID3
* xyz 2 5
O 3.35 0.75 3.22
H 1.46 -5.53 -2.08
N -3.33 0.59 1.77
H -1.19 -0.11 -6.04
H -0.99 -3.08 -4.53
H 2.57 -4.97 1.47
H -2.35 0.49 -4.86
C -1.61 0.78 -2.60
C 2.43 3.08 2.49
O 0.93 1.14 3.57
C 2.91 5.56 1.45
O -1.36 -0.16 1.00
C -0.91 -0.53 -2.92
H -4.64 1.87 0.68
C 2.99 5.34 2.82
C 2.36 3.28 1.12
H 1.52 -6.48 -0.59
H 2.96 -2.91 3.10
C 2.75 4.08 3.37
H -3.20 0.62 3.86
C 1.97 2.04 0.45
H -1.17 1.58 -3.20
C 2.60 -2.17 2.39
O -1.44 1.09 -1.23
N -1.02 -1.00 -4.15
H 2.81 3.91 4.44
O -0.24 -1.12 -2.04
C 1.34 -4.39 -0.27
H 0.35 -2.91 -1.42
H -3.49 1.00 -0.95
H -2.66 2.37 -0.21
H -3.98 -0.81 3.19
H 3.25 6.16 3.48
H -2.22 -0.63 3.08
N 1.81 0.99 1.20
C 1.99 -2.85 1.21
H -0.01 -5.80 -1.14
S 1.63 1.82 -1.22
C -2.40 0.53 0.85
S 2.13 1.37 2.84
N 1.27 -2.22 0.28
N 0.88 -3.18 -0.61
H -4.64 2.09 2.43
H 0.53 -2.41 -3.88
H -5.42 0.67 1.72
H 3.44 -1.54 2.10
C 2.06 -4.21 0.90
H 0.06 -2.10 -5.56
C 2.59 4.53 0.58
C -3.17 -0.11 3.06
H -2.67 0.71 -2.85
H 1.86 -1.55 2.90
Rh 0.46 -0.26 -0.07
H -2.57 -1.11 -5.55
C -0.31 -2.23 -4.55
C -1.83 -0.39 -5.20
H 3.11 6.55 1.06
C -4.57 1.35 1.63
H 2.54 4.70 -0.49
C 1.06 -5.62 -1.07
C -2.58 1.31 -0.44
*
```

- E_HOMO (spin up / spin down): -14.74 / -14.68 eV



No. 2
Below is a structure of composition C19H18CoNO at a distorted geometry, with properties calculated with ωB97M-V/def2-TZVPD.

The geometry in ORCA input format:
```
! wB97M-V def2-TZVPD RIJCOSX def2/J DEFGRID3
* xyz 0 5
H 0.73 -1.73 -1.73
C 1.04 1.89 2.32
C 0.19 2.36 1.32
H 0.65 1.50 5.01
Co -0.26 -0.26 1.59
H -2.07 2.40 1.17
H -1.50 -1.83 4.15
H -1.42 -1.72 -0.71
H -0.09 2.82 -4.70
C 0.14 -2.20 1.27
C 0.19 -0.33 3.48
H -2.05 1.55 3.70
H 2.29 -2.05 1.78
H 0.21 -2.75 0.35
C -0.10 1.11 -3.38
N 0.32 0.57 4.63
H 0.48 2.84 0.39
C -1.05 -1.99 2.03
H 1.30 -0.88 -6.44
C 0.76 -0.97 -4.37
C 1.26 -1.84 2.06
C 0.10 1.30 3.45
H 2.11 2.06 2.44
H 1.53 -1.94 4.29
C -1.18 2.24 1.75
C 0.21 -0.28 -3.24
C 0.62 1.04 -5.70
H -0.46 1.63 -2.49
H 0.98 -2.03 -4.24
H 0.77 1.54 -6.65
C -1.10 -0.72 -1.11
C 0.00 -0.99 -2.06
H -2.02 -2.29 1.65
C 0.93 -0.32 -5.58
O -0.69 0.18 -0.11
C -0.71 -1.60 3.41
C 0.12 1.76 -4.60
C -1.22 1.80 3.06
H -1.91 -0.22 -1.67
C 0.87 -1.66 3.45
*
```

- Energy relative to the best compared isomer or geometry (same formula, charge and spin): 54.1 kcal per mole
- E_HOMO (spin up / spin down): -6.39 / -7.62 eV



No. 3
Below is a structure of composition C36H28BrCoNO2P2 at a distorted geometry, with properties calculated with ωB97M-V/def2-TZVPD.

The geometry in ORCA input format:
```
! wB97M-V def2-TZVPD RIJCOSX def2/J DEFGRID3
* xyz 2 2
C -2.75 3.05 0.63
H -2.61 2.65 -0.36
H -2.40 -0.09 -4.69
H -2.52 -3.72 -0.13
H 1.73 -3.89 0.56
P -0.30 1.94 1.23
H -3.13 -2.24 -5.66
H 4.28 -3.29 -2.65
H 2.27 3.34 1.41
C -3.89 3.78 0.92
H 3.61 0.79 -1.51
H -0.24 0.91 3.93
C -1.96 3.40 2.90
C 1.46 2.09 -2.44
Co -0.37 -0.29 0.49
H -4.96 4.88 2.42
C 1.59 1.59 4.79
O 1.07 0.38 -0.75
Br -2.63 -0.42 0.33
C 0.72 4.34 -1.94
C 2.34 -2.86 -1.88
H 3.91 3.51 3.23
H -1.42 -4.35 -2.37
H 1.91 1.39 -3.12
C -1.66 -4.19 0.32
C 3.63 -2.53 -2.26
C -2.32 -3.42 -4.07
C -1.64 -3.42 -2.87
C 0.55 -5.39 1.52
H 1.40 1.11 5.74
C -2.18 -1.02 -4.18
O 1.79 -1.32 2.15
C -1.78 2.86 1.62
C 2.08 2.84 2.35
C 0.67 1.47 3.76
H 1.99 -3.88 -1.98
C -0.38 -3.69 0.10
H 1.67 3.75 -3.77
C 1.32 3.43 -2.80
H -1.21 -0.05 -2.55
C 3.01 2.94 3.38
H -0.86 -6.77 2.35
H -0.26 4.62 -0.05
C 4.09 -1.23 -2.12
H -2.82 -5.70 1.30
C -1.51 -1.00 -2.97
C 2.76 2.32 4.59
P -0.22 -2.18 -0.84
H 3.48 2.41 5.40
C 0.38 2.59 -0.32
C -4.07 4.31 2.20
C 0.91 2.10 2.54
H 5.10 -0.98 -2.40
H 0.61 5.38 -2.24
H 1.41 -5.86 1.99
C -1.24 -2.20 -2.31
C 1.48 -1.88 -1.36
N 0.82 -0.93 1.74
C 0.73 -4.28 0.72
C -1.83 -5.30 1.13
H -3.24 4.54 4.17
H -1.20 3.28 3.66
C -3.11 4.12 3.18
H -4.63 3.94 0.16
C 1.00 1.72 -1.20
H -2.64 -4.36 -4.51
C -2.59 -2.23 -4.72
C 3.26 -0.23 -1.62
C -0.72 -5.90 1.73
C 0.24 3.92 -0.71
C 1.97 -0.58 -1.28
*
```

- Energy relative to the best compared isomer or geometry (same formula, charge and spin): 2.4 kcal per mole
- E_HOMO (spin up / spin down): -13.86 / -13.97 eV



No. 4
Below is a cluster of 2 separate species, H3N2O3P in total at a distorted geometry, with properties calculated with ωB97M-V/def2-TZVPD.

The geometry in ORCA input format:
```
! wB97M-V def2-TZVPD RIJCOSX def2/J DEFGRID3
* xyz -2 1
O 0.14 3.47 0.15
O -1.07 1.90 1.68
N 0.32 0.54 -0.72
H -0.17 1.38 -0.92
H -0.29 -1.30 -0.50
O 1.47 2.08 1.88
P 0.25 2.24 0.99
H -0.75 -0.26 0.90
N -0.67 -0.37 -0.22
*
```

- Energy relative to the best compared isomer or geometry (same formula, charge and spin): 0.0 kcal per mole
- E_HOMO: 1.28 eV



no.,electronic energy (Eh)
1,-2335.23080
2,-2247.13892
3,-6232.78950
4,-678.35230